Model w:
17
Properties=species:S:1:pos:R:3 method="wB97M-V/def2-TZVPD" e_homo_ev=-9.42 smiles=CCONC.O homo_lumo_gap_ha=0.383
C 0.7460 0.3523 -0.6697
C 2.1410 0.4571 -0.0891
O -0.1143 -0.2867 0.3614
H -0.0880 1.1591 1.5701
H 0.7214 -0.3303 -1.5374
H 0.3554 1.3172 -0.9672
H 2.4868 -0.5179 0.2487
H 2.1359 1.1373 0.7612
H 2.8230 0.8389 -0.8431
C -1.6839 -1.7630 -0.6402
N -1.4545 -0.4238 -0.1265
O -0.0146 2.0518 1.9599
H -0.7696 2.5582 1.6395
H -2.0360 -0.2645 0.6976
H -1.4843 -2.5498 0.0977
H -1.0419 -1.9199 -1.5049
H -2.7226 -1.8157 -0.9580


Model x:
17
Properties=species:S:1:pos:R:3 method="wB97M-V/def2-TZVPD" e_homo_ev=-8.57 smiles="C=C(C)N.O.O" homo_lumo_gap_ha=0.335
C -1.2860 -1.6392 -0.2958
C -0.8193 -0.6862 0.7917
C -1.4721 0.4834 0.9224
N -0.2993 -1.4363 1.8819
H -2.2484 -1.9607 0.0390
H -0.7329 -2.5746 -0.5335
H -1.3616 -1.1070 -1.2293
H -1.1354 1.0279 1.8086
H -1.8659 1.0489 0.0925
H -0.4295 -2.4256 1.7763
H -0.4471 -0.9206 2.7324
H 1.2564 -0.1894 -2.3886
H 1.9177 0.3778 -1.1525
O 2.0886 0.1402 -2.0547
H 2.8363 3.4443 -0.3026
H 1.8630 2.7622 -1.1655
O 2.1354 3.6549 -0.9223


It is model x that is the most stable of them.


Model w:
17
Properties=species:S:1:pos:R:3 method="wB97M-V/def2-TZVPD" e_homo_ev=-8.52 smiles=CCNCO.O homo_lumo_gap_ha=0.340
C -1.2317 -0.9110 -0.2226
N -0.0481 -1.2094 -0.8661
C 1.2205 -0.9662 -0.2072
O 2.1729 -2.0649 -0.2841
C -1.3648 0.4269 0.6732
H -2.0075 -0.5652 -1.0135
H -1.6132 -1.6471 0.3371
H -0.0441 -1.4167 -1.8604
H 1.7050 -0.2294 -0.7777
H 1.0798 -0.7497 0.8769
H 1.6096 -2.7848 -0.6657
H -1.6239 -0.0585 1.6651
H -0.4796 1.0327 0.7947
H -2.2903 1.0045 0.4786
H 1.5630 3.1469 0.8509
H 0.4653 3.9331 0.0781
O 0.8870 3.0588 0.1427


Model x:
17
Properties=species:S:1:pos:R:3 method="wB97M-V/def2-TZVPD" e_homo_ev=-8.50 smiles=CNCCO.O homo_lumo_gap_ha=0.350
C -1.6749 0.3790 1.6886
N -1.5536 1.3711 0.6161
C -0.5446 1.3047 -0.4077
C -1.0962 1.9167 -1.6964
O -0.6927 1.1250 -2.8323
H -1.2897 0.7700 2.6374
H -1.1555 -0.5330 1.4143
H -2.7494 0.3084 1.8670
H -1.5951 2.2962 0.9896
H 0.4310 1.7325 -0.1379
H -0.2353 0.2880 -0.6548
H -2.1804 1.9920 -1.5804
H -0.7687 2.9331 -1.9382
H -1.4645 0.8682 -3.3248
H 4.3392 -5.1168 2.9776
H 5.0428 -4.3094 1.8818
O 4.6809 -5.1833 2.0802


It is model x that is the most stable of them.


Model w:
24
Properties=species:S:1:pos:R:3 method="wB97M-V/def2-TZVPD" e_homo_ev=-7.78 homo_lumo_gap_ha=0.321
C 0.8687 0.2921 -0.3619
C -0.7521 0.9168 0.4818
C -0.7193 0.3993 1.9139
C -0.5836 2.4333 0.4206
N 0.6606 -1.0286 -0.8316
N 1.3059 -2.0415 -0.0629
N 2.0079 0.4837 0.4264
C -0.6778 -1.3089 -1.2253
C -0.9752 -1.8870 -2.3805
H 0.8306 0.9717 -1.2198
H -1.7695 0.7695 0.1070
H 0.6487 -2.4324 0.6136
H 1.5797 -2.7836 -0.6941
H 2.6836 1.1334 0.0559
H 2.2188 -0.3104 1.0204
H -1.3634 -0.5932 -0.5996
H -1.4404 0.9134 2.5545
H 0.2659 0.5572 2.3548
H -0.9406 -0.6699 1.9489
H 0.3960 2.7323 0.7959
H -0.6880 2.7896 -0.6054
H -1.3342 2.9503 1.0225
H -0.2199 -2.2850 -3.0456
H -2.0024 -2.0020 -2.6896


Model x:
24
Properties=species:S:1:pos:R:3 method="wB97M-V/def2-TZVPD" e_homo_ev=-8.68 smiles="[H]/N=C(/N)[C@@](C)(N)C(C)C" homo_lumo_gap_ha=0.349
C -1.7914 0.4697 0.3249
C -0.0839 -0.6362 1.3011
N 0.3069 0.2423 2.3377
N -0.4761 -1.8491 1.6287
H -0.1215 -0.0570 3.2067
H 0.1239 1.2258 2.1864
H -0.0019 -2.5180 1.0103
H -2.0739 1.5168 0.4700
H -2.2778 -0.0458 1.1547
H -2.3310 0.0499 -0.5269
C 2.1161 -0.2421 -0.0017
C -0.4071 1.2083 -1.9298
C 0.6020 -0.4132 -0.1197
N 0.3225 -1.5956 -0.9442
C -0.1290 0.8471 -0.5024
H 0.6132 -1.4455 -1.9055
H -0.6705 -1.8114 -0.9564
H 0.1956 1.7175 0.0686
H 2.5627 -0.1631 -0.9981
H 2.5474 -1.0954 0.5273
H 2.3788 0.6527 0.5654
H -1.1943 1.9658 -1.9913
H -0.7152 0.3499 -2.5289
H 0.5046 1.6264 -2.3770


Model y:
24
Properties=species:S:1:pos:R:3 method="wB97M-V/def2-TZVPD" e_homo_ev=-8.06 homo_lumo_gap_ha=0.332
C 1.6034 0.0048 0.1828
C 1.7807 1.2748 -0.6136
N 2.3945 -0.0089 1.3561
H 2.1423 0.7405 1.9948
H 2.3522 -0.8888 1.8575
H 1.7710 -0.8967 -0.4069
H -0.2108 -0.0398 -0.5982
H 1.2229 1.2234 -1.5514
H 2.8332 1.4392 -0.8618
H 1.4198 2.1425 -0.0523
C -0.4920 -1.5130 1.2577
C -0.1888 -0.1026 0.8247
C -1.4694 -0.0487 -1.1827
N -2.2352 1.0433 -0.9111
C -1.6383 -1.0124 -2.0840
N -0.5782 0.8844 1.5700
H -3.1846 1.0393 -1.2646
H -2.1751 1.3570 0.0576
H -0.2169 1.7858 1.2569
H -0.2549 -2.2253 0.4677
H 0.0866 -1.7580 2.1524
H -1.5517 -1.5966 1.5047
H -0.8959 -1.7887 -2.2295
H -2.5150 -1.0553 -2.7268


It is model x that is the most stable of them.


Model w:
24
Properties=species:S:1:pos:R:3 method="wB97M-V/def2-TZVPD" e_homo_ev=-8.43 smiles="[H]/N=C(/C)N(C)C(C)(C)N" homo_lumo_gap_ha=0.342
C 0.8141 0.2449 -0.3825
C -0.4084 -1.8974 -0.0061
C 2.0510 -0.5589 0.0186
C 1.0440 0.8987 -1.7576
C -2.1822 -0.1314 1.5125
N -0.4313 -0.4971 -0.3576
C -1.4556 0.4612 0.3385
N 0.5626 1.2792 0.6936
N -2.0443 1.3979 -0.2902
H 1.4116 1.5779 1.1443
H 0.1049 2.1522 0.4009
H -1.5081 1.8195 -1.0399
H -1.4173 -2.2870 -0.1629
H 0.3186 -2.4322 -0.6226
H -0.1399 -2.1127 1.0415
H 1.9171 -1.0423 0.9836
H 2.9026 0.1143 0.1036
H 2.2720 -1.3163 -0.7323
H 0.3221 1.6895 -1.9499
H 2.0527 1.3136 -1.8294
H 0.9235 0.1502 -2.5330
H -2.9694 0.5501 1.8296
H -2.6538 -1.0791 1.2676
H -1.4865 -0.2949 2.3297


Model x:
24
Properties=species:S:1:pos:R:3 method="wB97M-V/def2-TZVPD" e_homo_ev=-8.49 smiles="[H]/N=C(/N(C)C)C(C)(C)N" homo_lumo_gap_ha=0.344
C -1.1282 0.0039 0.2903
C 1.3670 -0.9022 -1.2322
C 2.6290 0.7481 -0.0250
C -1.2528 -1.5262 0.3556
C -1.6434 0.5772 -1.0351
N 1.3140 0.2294 -0.3410
C 0.3209 0.4869 0.5605
N -2.0505 0.5007 1.3090
N 0.6274 1.2119 1.5655
H -1.7981 0.1543 2.2285
H -2.0631 1.5147 1.3312
H -0.1508 1.4579 2.1686
H 1.6762 -1.8173 -0.7112
H 2.1061 -0.6890 -2.0063
H 0.4168 -1.0825 -1.7217
H 3.2243 0.0196 0.5342
H 3.1473 0.9957 -0.9522
H 2.5078 1.6376 0.5856
H -2.2839 -1.7681 0.6048
H -1.0108 -2.0098 -0.5838
H -0.6067 -1.9273 1.1344
H -2.6919 0.3103 -1.1451
H -1.5629 1.6626 -1.0195
H -1.0938 0.2115 -1.8952


It is model x that is the most stable of them.


Model w:
21
Properties=species:S:1:pos:R:3 method="wB97M-V/def2-TZVPD" e_homo_ev=-9.57 smiles="CCCNC(C)=O.O" homo_lumo_gap_ha=0.379
C -1.7916 -0.2009 -1.4666
C -1.3883 1.0128 -0.6686
N -0.7577 0.9468 0.5713
C -0.1368 -0.2998 1.1417
C 0.6560 -1.1901 0.2393
C 1.8282 -2.1475 0.7569
O -1.5394 2.1629 -1.0631
H -1.3431 -0.0998 -2.3582
H -2.9267 -0.1654 -1.7411
H -1.6149 -1.1632 -1.0020
H -0.8279 1.7577 1.1925
H -0.9156 -0.9075 1.6421
H 0.6138 0.0662 1.8653
H 0.9279 -0.6293 -0.6343
H -0.0816 -2.0959 -0.1274
H 1.5708 -2.8936 1.5264
H 1.9819 -2.8083 -0.1888
H 2.7718 -1.6183 0.8275
H 1.5253 3.5430 -0.6372
H 0.2781 3.1990 -0.0782
O 1.1697 3.5316 0.2022


Model x:
21
Properties=species:S:1:pos:R:3 method="wB97M-V/def2-TZVPD" e_homo_ev=-9.65 smiles="C[C@@H](C=O)N(C)C.O" homo_lumo_gap_ha=0.377
C -0.5902 -0.6833 1.3823
N -0.4558 0.2705 0.1492
C -1.3130 1.4590 0.4512
C 1.5889 0.9516 1.5637
C 0.9237 0.8093 0.2049
C 1.7242 -0.1216 -0.6222
O 2.8192 -0.5001 -0.3402
H -1.3093 -1.4228 0.7765
H 0.2841 -1.4776 1.5074
H -0.9460 -0.3170 2.3043
H -1.2269 1.9160 1.5082
H -2.3155 1.1475 0.4777
H -1.1056 2.2366 -0.3096
H 1.6821 2.0475 1.8438
H 2.5650 0.5016 1.7418
H 0.9723 0.5814 2.4703
H 1.0257 1.8698 -0.1878
H 1.2840 -0.2663 -1.5632
H -1.8495 -2.5096 -5.0949
H -1.7556 -3.2322 -3.6552
O -2.0017 -3.2600 -4.6081


It is model w that is the most stable of them.


Model w:
21
Properties=species:S:1:pos:R:3 method="wB97M-V/def2-TZVPD" e_homo_ev=-8.51 smiles="CCN(C=O)CC.O" homo_lumo_gap_ha=0.331
C -0.8175 -0.1687 1.0477
N -0.4761 -0.4719 -0.3232
C 0.7584 -1.0063 -0.9072
C 1.8267 0.1142 -0.6169
C -1.3446 0.1960 -1.3295
C -0.9298 1.6379 -1.6951
O -1.8945 0.3608 1.1406
H -0.0233 -0.5434 1.7335
H 0.9588 -1.8676 -0.3399
H 0.5948 -1.0902 -2.0147
H 1.7062 0.9013 -1.3555
H 1.4570 0.4652 0.4521
H 2.7736 -0.2587 -0.5662
H -2.4197 0.0858 -0.9296
H -1.5483 -0.5799 -2.2996
H -0.6757 1.8138 -2.7601
H -0.2198 1.9774 -0.8251
H -1.8725 2.1513 -1.5372
H 2.7698 -1.1576 2.1231
H 1.9987 -0.3835 3.2843
O 2.0037 -0.7169 2.3973


Model x:
21
Properties=species:S:1:pos:R:3 method="wB97M-V/def2-TZVPD" e_homo_ev=-8.10 smiles="C=CCNC=C.O.O" homo_lumo_gap_ha=0.330
C 0.3588 2.3367 -0.4132
C -0.0504 1.1093 -0.8150
N 0.6730 0.3753 -1.6689
C 0.2116 -1.0654 -1.6912
C 0.3728 -2.8093 -0.0316
C 1.0372 -1.8751 -0.7070
H 1.3035 2.6730 -0.8750
H -0.2013 3.0922 -0.0459
H -1.0087 0.6028 -0.5988
H 1.6379 0.5926 -1.8075
H 0.4601 -1.4252 -2.7988
H -0.9355 -1.0839 -1.5418
H 0.9028 -3.3050 0.8305
H -0.6611 -2.9093 -0.0759
H 2.1330 -1.6798 -0.5296
H 0.1297 2.5362 2.1018
H 1.1576 1.6613 2.8082
O 0.2901 1.9096 2.8032
H -2.6246 -0.1128 2.4994
H -2.2751 -0.1566 0.9684
O -2.9112 -0.4665 1.5885


It is model w that is the most stable of them.